Below is a structure of composition C32H59BaN4OP2S in a non-equilibrium geometry, with properties calculated with wB97M-V/def2-TZVPD.

Structure (ORCA input):
```
! RIJCOSX wB97M-V def2-TZVPD def2/J DEFGRID3
* xyz 1 1
C -1.93 -1.13 -2.07
C -2.59 0.09 -0.17
C -3.25 -1.24 -2.50
C -3.95 -0.11 -0.54
C -4.28 -0.73 -1.73
H -3.45 -1.74 -3.45
H -4.72 0.30 0.11
H -5.32 -0.81 -2.05
N -1.57 -0.45 -0.96
P 0.87 -1.65 -2.83
P -1.69 1.13 2.51
C -0.95 -1.94 -2.97
H -1.17 -3.01 -2.80
H -1.22 -1.79 -4.03
C 3.83 0.54 1.49
O 4.81 0.76 2.04
C -2.45 0.97 0.95
H -3.06 1.88 0.80
C -2.95 1.28 3.88
C -0.58 2.64 2.44
C 1.70 -3.35 -2.34
C 1.31 -0.93 -4.53
C -2.46 0.38 5.04
H -1.56 0.80 5.52
H -3.24 0.32 5.80
H -2.22 -0.64 4.72
C -3.16 2.69 4.45
H -2.29 3.12 4.96
H -3.52 3.39 3.68
H -3.95 2.62 5.22
C -4.35 0.87 3.38
H -4.92 0.52 4.25
H -4.87 1.73 2.94
H -4.35 0.09 2.62
C 0.06 2.96 3.80
H 0.71 2.15 4.15
H 0.67 3.86 3.66
H -0.67 3.19 4.59
C 0.59 2.43 1.46
H 1.23 1.59 1.79
H 0.25 2.34 0.42
H 1.23 3.33 1.49
C -1.40 3.83 1.89
H -2.17 4.17 2.59
H -0.70 4.65 1.73
H -1.87 3.59 0.93
C 2.77 -0.42 -4.48
H 3.05 -0.06 -5.48
H 2.87 0.43 -3.78
H 3.49 -1.19 -4.18
C 0.39 0.28 -4.81
H -0.67 -0.01 -4.89
H 0.49 1.05 -4.04
H 0.68 0.72 -5.77
C 1.14 -1.98 -5.64
H 1.21 -1.47 -6.61
H 1.92 -2.74 -5.62
H 0.16 -2.48 -5.59
C 0.65 -4.38 -1.88
H 0.05 -4.76 -2.72
H 1.18 -5.24 -1.44
H -0.03 -3.98 -1.11
C 2.67 -3.04 -1.18
H 2.14 -2.75 -0.24
H 3.22 -3.96 -0.92
H 3.42 -2.28 -1.44
C 2.49 -3.95 -3.51
H 1.84 -4.26 -4.33
H 3.27 -3.27 -3.88
H 3.00 -4.86 -3.15
Ba 1.24 -0.08 -0.17
N -0.14 -0.46 2.11
C -1.34 -0.79 2.24
C -1.99 -2.24 2.39
C -3.47 -2.17 2.71
C -1.83 -2.98 1.06
C -1.24 -3.04 3.45
H -3.64 -1.65 3.65
H -4.01 -1.67 1.91
H -3.88 -3.19 2.81
H -0.78 -3.04 0.77
H -2.23 -3.99 1.16
H -2.37 -2.47 0.26
H -1.65 -4.06 3.50
H -0.18 -3.12 3.20
H -1.33 -2.59 4.44
C 4.37 4.76 0.13
N 3.66 4.31 -1.08
C 3.42 3.00 -1.31
S 1.90 2.43 -1.87
N 4.42 2.11 -1.08
C 5.85 2.46 -1.11
H 4.12 4.16 1.02
H 4.08 5.80 0.32
H 5.46 4.73 -0.03
H 2.85 4.89 -1.32
H 4.21 1.17 -1.43
H 6.23 2.59 -0.09
H 6.40 1.64 -1.58
H 6.02 3.38 -1.69
*
```

## Properties
Electronic energy (hartree): -2655.06219
Molecular weight (g/mol): 747.19
E_LUMO (eV): -2.801
Gap between HOMO and LUMO (eV): 4.890
HOMO level (eV): -7.691
Strongest force on any atom (hartree/bohr): 0.105